Formula: C28H56O14S4
Source: the Open Molecules 2025 dataset
Level of theory: wB97M-V/def2-TZVPD

Molar mass (Da): 745.01
Energy (Ha): -3746.52243
Largest force on an atom (Eh/bohr): 0.082
Orbital gap (eV): 10.374

```
! RIJCOSX wB97M-V def2-TZVPD def2/J DEFGRID3
* xyz 0 1
O -0.32 0.13 0.35
C 0.74 -0.32 0.13
O 1.85 0.05 0.72
C 1.67 1.08 1.74
C 3.08 1.24 2.32
C 0.99 -1.40 -0.87
H 0.97 0.70 2.54
H 1.29 2.05 1.34
H 3.35 0.25 2.69
H 3.06 1.83 3.24
H 3.78 1.62 1.60
H 1.43 -0.89 -1.74
H 0.06 -1.88 -1.14
H 1.63 -2.17 -0.43
O 6.51 0.15 -0.86
C 7.04 -0.77 -1.40
O 6.99 -2.07 -0.93
C 5.84 -2.44 -0.13
C 4.74 -2.93 -1.04
C 8.04 -0.75 -2.50
H 5.46 -1.49 0.38
H 6.22 -3.10 0.67
H 3.88 -3.19 -0.45
H 4.99 -3.79 -1.61
H 4.49 -2.13 -1.72
H 8.92 -1.08 -2.00
H 8.20 0.26 -2.80
H 7.84 -1.38 -3.40
O -3.87 -1.65 -1.47
C -4.27 -2.63 -0.92
O -3.54 -3.40 -0.15
C -2.36 -2.77 0.58
C -1.27 -3.80 0.73
C -5.67 -3.13 -1.12
H -2.86 -2.48 1.50
H -2.05 -1.85 0.05
H -1.10 -4.34 -0.17
H -1.51 -4.47 1.53
H -0.31 -3.38 0.90
H -5.76 -4.20 -0.92
H -6.03 -2.88 -2.12
H -6.37 -2.54 -0.52
C 3.21 3.15 -3.44
C 2.77 2.36 -2.19
C 3.92 1.46 -1.75
S 3.95 0.63 -3.35
O 2.84 -0.24 -3.38
O 5.26 0.11 -3.70
C 3.78 2.06 -4.32
H 3.93 3.95 -3.29
H 2.34 3.65 -3.86
H 1.91 1.76 -2.42
H 2.40 3.02 -1.40
H 3.60 0.65 -1.08
H 4.85 1.96 -1.54
H 3.08 1.87 -5.16
H 4.74 2.29 -4.75
C -2.83 -0.96 6.75
C -3.14 0.60 6.68
C -1.77 1.32 6.73
S -0.64 0.20 5.74
O 0.59 -0.02 6.47
O -0.63 0.67 4.36
C -1.68 -1.31 5.80
H -3.74 -1.50 6.54
H -2.59 -1.25 7.77
H -3.87 0.92 7.39
H -3.64 0.89 5.71
H -1.34 1.40 7.76
H -1.82 2.30 6.27
H -1.09 -2.12 6.15
H -1.97 -1.66 4.80
C -2.34 0.72 -5.33
C -3.05 0.82 -3.90
C -2.45 1.91 -3.10
S -1.41 2.83 -4.29
O -0.31 3.54 -3.76
O -2.36 3.64 -5.07
C -1.03 1.50 -5.32
H -2.95 1.14 -6.12
H -2.09 -0.31 -5.60
H -2.93 -0.14 -3.40
H -4.13 0.94 -4.05
H -1.88 1.37 -2.32
H -3.23 2.64 -2.72
H -0.27 0.82 -4.86
H -0.85 1.86 -6.36
C -3.16 1.68 0.74
C -2.56 1.16 2.04
C -3.64 0.89 3.02
S -5.08 0.38 1.97
O -6.24 1.23 2.24
O -5.20 -1.08 2.00
C -4.39 0.87 0.37
H -2.37 1.67 0.00
H -3.41 2.73 0.78
H -1.76 1.80 2.44
H -2.07 0.25 1.72
H -4.11 1.71 3.56
H -3.48 0.05 3.70
H -5.25 1.22 -0.21
H -4.18 -0.10 -0.05
*
```



Formula: C28H58BCl40IN3O4
Source: the Open Molecules 2025 dataset
Level of theory: wB97M-V/def2-TZVPD

Molar mass (Da): 2056.62
Energy (Ha): -20296.79065
Largest force on an atom (Eh/bohr): 0.075
Orbital gap (eV): 8.328

```
! RIJCOSX wB97M-V def2-TZVPD def2/J DEFGRID3
* xyz 1 1
C 4.32 -1.30 -1.22
C 2.92 -1.86 -0.63
O 1.80 -1.33 -1.40
C 1.67 -2.10 -2.60
N 1.02 -1.39 -3.73
C 0.36 -0.16 -3.36
N 0.91 1.04 -3.24
B 2.39 1.24 -3.47
O 2.88 1.21 -4.80
O 3.20 1.50 -2.33
C 3.81 2.82 -2.39
C 2.80 3.99 -2.80
N -1.09 -0.23 -3.10
I -1.83 -2.07 -3.71
C -1.33 0.01 -1.64
C -2.86 0.49 -1.50
O -3.38 0.96 -2.51
H 4.99 -2.22 -1.35
H 4.13 -0.92 -2.28
H 4.78 -0.51 -0.56
H 2.86 -1.54 0.47
H 2.95 -3.00 -0.66
H 2.65 -2.58 -2.95
H 0.99 -2.99 -2.34
H 1.60 -1.31 -4.58
H 0.30 1.84 -2.99
H 3.86 1.29 -4.79
H 4.76 2.82 -3.02
H 4.16 3.05 -1.32
H 3.24 4.95 -2.35
H 1.76 3.89 -2.34
H 2.76 4.19 -3.92
H -1.11 -0.91 -1.00
H -0.70 0.86 -1.21
H -3.45 0.39 -0.51
C -0.72 -4.39 -7.36
Cl -2.48 -4.21 -7.39
Cl -0.02 -3.52 -5.99
H -0.47 -5.44 -7.28
H -0.31 -3.98 -8.29
C 7.88 0.44 0.05
Cl 7.86 -0.35 -1.53
Cl 6.99 -0.52 1.24
H 8.91 0.55 0.38
H 7.41 1.41 -0.03
C 6.15 -0.73 -5.57
Cl 6.11 0.19 -4.06
Cl 4.56 -1.41 -5.93
H 6.45 -0.07 -6.38
H 6.87 -1.54 -5.47
C 2.92 -3.79 2.85
Cl 2.25 -4.71 1.49
Cl 4.66 -3.56 2.67
H 2.44 -2.81 2.89
H 2.73 -4.33 3.77
C -6.39 0.57 1.05
Cl -6.65 1.02 2.74
Cl -5.41 -0.89 0.92
H -7.35 0.40 0.58
H -5.88 1.39 0.55
C 0.46 -5.78 5.79
Cl -0.20 -6.69 4.44
Cl 2.21 -5.55 5.61
H -0.02 -4.80 5.83
H 0.27 -6.32 6.72
C 2.61 -2.10 7.42
Cl 1.37 -2.54 6.23
Cl 3.86 -3.34 7.54
H 3.07 -1.16 7.12
H 2.13 -1.98 8.39
C -8.74 3.87 1.58
Cl -8.70 5.21 0.41
Cl -8.95 2.32 0.77
H -7.80 3.86 2.13
H -9.57 4.03 2.26
C 6.74 -5.89 4.42
Cl 6.41 -5.43 6.10
Cl 7.75 -7.34 4.34
H 5.80 -6.09 3.92
H 7.26 -5.07 3.92
C 11.25 -8.66 4.13
Cl 11.49 -7.73 2.64
Cl 12.23 -10.13 4.14
H 11.54 -8.04 4.98
H 10.20 -8.93 4.21
C -11.01 2.07 -2.74
Cl -12.57 2.48 -3.46
Cl -10.42 3.36 -1.70
H -11.13 1.16 -2.15
H -10.29 1.89 -3.54
C 7.45 -2.78 9.45
Cl 7.80 -2.27 7.80
Cl 5.90 -2.13 10.01
H 7.41 -3.87 9.48
H 8.24 -2.42 10.11
C 9.96 0.01 10.07
Cl 9.62 0.47 11.75
Cl 10.97 -1.44 10.00
H 9.01 -0.19 9.57
H 10.48 0.82 9.58
C 2.58 8.17 -3.70
Cl 4.03 7.44 -4.41
Cl 1.60 6.96 -2.87
H 2.89 8.92 -2.98
H 1.99 8.63 -4.49
C -13.86 5.58 -5.20
Cl -14.96 5.17 -6.52
Cl -14.59 6.77 -4.11
H -13.64 4.68 -4.63
H -12.95 5.99 -5.62
C -8.92 8.39 -2.04
Cl -10.23 7.56 -2.89
Cl -9.46 9.96 -1.41
H -8.60 7.77 -1.20
H -8.10 8.55 -2.72
C -5.64 -1.55 4.91
Cl -4.34 -1.44 6.09
Cl -6.96 -2.56 5.50
H -6.03 -0.55 4.71
H -5.25 -1.98 3.99
C 2.05 -7.74 -8.28
Cl 0.96 -8.16 -9.61
Cl 1.32 -6.52 -7.23
H 2.25 -8.63 -7.70
H 2.97 -7.34 -8.70
C -14.46 6.62 -0.03
Cl -13.05 5.86 -0.79
Cl -15.46 5.42 0.80
H -14.12 7.36 0.69
H -15.05 7.10 -0.81
C -1.58 6.24 -0.45
Cl -1.88 6.69 1.23
Cl -0.56 4.80 -0.56
H -2.53 6.03 -0.93
H -1.08 7.07 -0.95
*
```



Formula: C28H58BO2
Source: the Open Molecules 2025 dataset
Level of theory: wB97M-V/def2-TZVPD

Molar mass (Da): 437.58
Energy (Ha): -1276.58945
Largest force on an atom (Eh/bohr): 0.064
Orbital gap (eV): 6.161

```
! RIJCOSX wB97M-V def2-TZVPD def2/J DEFGRID3
* xyz -1 1
C 5.68 -3.00 3.78
C 6.26 -3.94 2.53
C 5.36 -3.54 1.22
C 4.70 -4.86 0.43
C 3.14 -4.48 0.14
C 2.81 -3.92 -1.36
C 4.03 -3.14 -2.11
C 3.48 -1.72 -2.83
C 4.69 -0.60 -2.61
C 4.44 0.81 -3.40
C 5.67 1.89 -3.33
C 6.58 1.85 -1.98
C 5.97 2.65 -0.69
C 4.34 2.78 -0.65
B 3.73 3.44 0.73
O 3.50 2.54 1.92
C 2.02 2.47 2.16
C 1.56 2.63 0.58
C -0.03 2.62 0.19
C -0.95 3.72 1.01
C -2.31 2.98 1.62
C -3.70 3.63 0.95
C -4.90 2.54 1.33
C -5.88 2.30 0.04
C -7.23 1.50 0.60
C -7.98 0.83 -0.69
C -8.23 -0.78 -0.33
C -9.71 -1.02 0.34
C -10.14 -2.59 -0.03
C -11.54 -3.00 0.72
O 2.35 3.85 0.28
H 6.22 -1.94 3.83
H 5.83 -3.54 4.81
H 4.53 -2.78 3.64
H 7.36 -3.52 2.31
H 6.28 -5.08 2.79
H 4.53 -2.72 1.46
H 6.06 -3.03 0.41
H 5.31 -5.14 -0.54
H 4.74 -5.75 1.21
H 2.52 -5.49 0.27
H 2.67 -3.74 0.95
H 2.34 -4.82 -1.97
H 1.92 -3.13 -1.24
H 4.92 -2.81 -1.44
H 4.35 -3.82 -3.03
H 3.33 -1.86 -3.98
H 2.50 -1.31 -2.31
H 4.66 -0.34 -1.45
H 5.77 -1.07 -2.78
H 3.43 1.26 -3.01
H 4.26 0.52 -4.55
H 6.35 1.80 -4.29
H 5.18 2.98 -3.38
H 7.60 2.40 -2.25
H 6.89 0.78 -1.61
H 6.31 2.09 0.31
H 6.43 3.75 -0.58
H 3.96 3.45 -1.55
H 3.91 1.68 -0.78
H 4.40 4.29 1.22
H 1.85 3.48 2.77
H 1.58 1.49 2.62
H 1.93 1.60 0.13
H -0.10 2.89 -0.97
H -0.45 1.51 0.27
H -0.33 4.28 1.85
H -1.35 4.48 0.20
H -2.32 3.02 2.79
H -2.33 1.84 1.31
H -3.92 4.72 1.32
H -3.54 3.56 -0.23
H -5.56 2.97 2.21
H -4.47 1.50 1.66
H -6.22 3.29 -0.49
H -5.34 1.64 -0.78
H -7.91 2.26 1.19
H -6.82 0.68 1.35
H -7.25 0.84 -1.61
H -9.00 1.40 -0.90
H -8.13 -1.38 -1.34
H -7.40 -1.21 0.39
H -10.44 -0.24 -0.13
H -9.66 -0.91 1.51
H -9.22 -3.26 0.34
H -10.26 -2.73 -1.18
H -12.06 -3.82 0.06
H -11.28 -3.42 1.79
H -12.23 -2.05 0.82
*
```



Formula: C28H58N2O10
Source: the Open Molecules 2025 dataset
Level of theory: wB97M-V/def2-TZVPD

Molar mass (Da): 582.78
Energy (Ha): -1963.42713
SMILES: N#COC1=C(C[C@H](O)CN)C(=O)OC1=O.CCOCC.CCOCC.CCOCC.CCOCC.CCOCC
Largest force on an atom (Eh/bohr): 0.015
Orbital gap (eV): 8.368

```
! RIJCOSX wB97M-V def2-TZVPD def2/J DEFGRID3
* xyz 0 1
N 5.59 0.86 1.26
C 5.43 -0.05 0.57
O 5.24 -1.05 -0.23
C 4.91 -2.22 0.44
C 3.71 -2.63 0.83
C 2.39 -1.96 0.67
C 1.25 -2.49 1.55
O 0.63 -3.61 0.92
C 0.24 -1.38 1.85
N -0.09 -0.52 0.71
C 3.99 -3.95 1.51
O 3.27 -4.84 1.79
O 5.38 -4.03 1.73
C 5.97 -3.20 0.81
O 7.05 -3.33 0.36
H 2.07 -2.10 -0.37
H 2.52 -0.89 0.85
H 1.65 -2.88 2.50
H -0.22 -3.34 0.57
H -0.68 -1.82 2.25
H 0.64 -0.75 2.64
H 0.42 0.35 0.70
H -0.02 -0.98 -0.18
C 0.77 1.67 -3.49
C 1.62 1.05 -2.40
O 2.24 -0.18 -2.77
C 3.13 -0.12 -3.87
C 4.31 0.81 -3.66
H 0.00 0.97 -3.82
H 0.28 2.56 -3.11
H 1.36 1.95 -4.36
H 0.99 0.79 -1.55
H 2.37 1.76 -2.05
H 2.60 0.13 -4.79
H 3.49 -1.15 -3.99
H 3.99 1.85 -3.55
H 5.00 0.76 -4.50
H 4.85 0.53 -2.75
C -2.15 4.12 0.27
C -1.68 3.19 -0.84
O -2.08 1.85 -0.70
C -3.48 1.62 -0.64
C -4.23 2.10 -1.87
H -1.81 3.75 1.24
H -1.75 5.12 0.11
H -3.24 4.20 0.29
H -0.59 3.16 -0.85
H -1.99 3.59 -1.82
H -3.90 2.08 0.26
H -3.58 0.54 -0.53
H -4.16 3.18 -1.99
H -5.29 1.85 -1.77
H -3.85 1.63 -2.77
C -5.96 7.61 0.27
C -5.55 6.73 -0.90
O -5.97 5.38 -0.79
C -7.37 5.17 -0.70
C -8.16 5.68 -1.89
H -5.57 7.20 1.21
H -5.55 8.61 0.14
H -7.04 7.70 0.36
H -4.47 6.68 -0.97
H -5.91 7.17 -1.84
H -7.77 5.59 0.23
H -7.48 4.09 -0.62
H -8.10 6.76 -2.00
H -9.21 5.42 -1.77
H -7.79 5.22 -2.81
C 5.60 -6.00 -1.06
C 4.37 -5.49 -1.79
O 4.55 -5.31 -3.18
C 4.90 -6.46 -3.92
C 3.88 -7.58 -3.84
H 6.45 -5.34 -1.22
H 5.40 -6.06 0.01
H 5.88 -7.00 -1.40
H 4.09 -4.50 -1.42
H 3.51 -6.14 -1.59
H 5.89 -6.83 -3.62
H 4.99 -6.12 -4.95
H 3.77 -7.97 -2.83
H 4.19 -8.41 -4.48
H 2.90 -7.23 -4.18
C -1.78 1.37 6.10
C -2.39 0.23 5.31
O -1.44 -0.68 4.77
C -0.61 -1.34 5.70
C -1.35 -2.19 6.71
H -1.08 1.93 5.48
H -2.56 2.05 6.43
H -1.25 1.03 6.98
H -2.92 0.62 4.44
H -3.13 -0.31 5.93
H 0.05 -0.63 6.21
H 0.04 -1.98 5.09
H -2.00 -1.60 7.36
H -0.64 -2.72 7.35
H -1.97 -2.93 6.21
*
```